(1)
Density functional theory data (the ωB97M-V functional and the def2-TZVPD basis) for a gas-phase ion, C8H18N2O4 (charge +2).

Results
**Kohn-Sham gap**: 9.23 eV
**M**: 206.24 g/mol
**Total charge**: +2
**E_HOMO**: -16.75 eV

Cartesian coordinates (Å):
C: 0.57547 0.71854 0.40565
C: -0.82077 -0.13823 0.49074
C: 1.97233 0.43088 -0.01915
C: 2.79783 1.58266 -0.59835
C: -5.11154 -0.02795 0.20606
C: -1.51565 -0.01100 -0.90012
C: 2.34432 -0.93727 -0.48444
C: -3.88653 0.41817 -0.44784
N: -0.54491 -1.55513 0.70396
N: 3.71284 -1.15264 0.13495
O: 0.02050 1.97116 0.19856
O: 1.55220 0.45963 1.35362
O: -1.58245 0.47104 1.44634
O: -2.90734 -0.35680 -0.72134
H: 3.57161 1.33584 -1.21605
H: 3.04197 2.34314 0.23653
H: 2.30039 2.26254 -1.35929
H: -4.75054 -0.28686 1.19956
H: -5.89227 0.64997 0.30140
H: -5.40293 -0.96869 -0.39941
H: -1.29752 -0.86434 -1.62242
H: -1.48078 0.95308 -1.17901
H: 2.52949 -0.87328 -1.49580
H: 1.70577 -1.57188 -0.04419
H: -3.89320 1.45506 -0.46076
H: -1.32988 -2.17742 0.73969
H: -1.05430 1.08304 2.04448
H: -0.20068 -1.79613 1.62950
H: 4.00492 -2.13926 0.09214
H: 3.59597 -1.08029 1.18449
H: 4.35355 -0.48931 -0.18185
H: 0.81374 2.48264 0.22074

=====

(2)
Density functional theory data (the ωB97M-V functional and the def2-TZVPD basis) for 2 unconnected molecules or ions with the total composition C8H18N2OP.

Results
**Kohn-Sham gap**: 9.89 eV
**M**: 189.22 g/mol
**Total charge**: +1
**E_HOMO**: -12.81 eV

Cartesian coordinates (Å):
C: 3.56970 0.99199 -1.36660
P: 3.02184 -0.76305 -1.36770
C: 3.48383 -1.32046 0.33157
C: 1.19492 -0.48880 -1.15704
C: 0.45243 -1.81966 -0.91290
O: -0.61323 -1.66542 0.00132
C: -1.44699 -0.56739 -0.28947
C: -0.68684 0.75604 -0.09912
N: 0.78402 0.45186 -0.05214
H: 3.10222 1.49055 -2.22150
H: 4.64706 1.01852 -1.53310
H: 3.35992 1.55832 -0.45357
H: 3.83995 -2.34793 0.27123
H: 4.30413 -0.70420 0.70420
H: 2.67812 -1.28162 1.07018
H: 0.85217 -0.01089 -2.07941
H: 1.11652 -2.55866 -0.46281
H: 0.10202 -2.21522 -1.87298
H: -2.27379 -0.59984 0.41176
H: -1.88275 -0.63340 -1.29228
H: -0.85318 1.45784 -0.91495
H: -0.96080 1.24608 0.83404
H: 1.01274 0.02453 0.84739
H: 1.31754 1.31705 -0.13126
C: -5.30945 1.10463 2.39423
C: -4.57072 1.15285 1.13804
N: -4.03657 1.19332 0.12060
H: -4.63425 1.25439 3.23452
H: -6.06438 1.88863 2.40189
H: -5.79958 0.13817 2.49530

=====

(3)
Density functional theory data (the ωB97M-V functional and the def2-TZVPD basis) for a gas-phase ion, C8H18N3 (charge +1).

Results
**Kohn-Sham gap**: 8.66 eV
**M**: 156.25 g/mol
**Total charge**: +1
**E_HOMO**: -12.61 eV
**Structure (SMILES)**: CCN[N+]1=CC[C@H](CCN)C1

Cartesian coordinates (Å):
C: 1.17133 -0.93300 2.92672
C: 0.69954 -2.02083 1.98446
N: -0.74637 -1.90456 1.67990
N: -1.00646 -0.75966 0.91640
C: -1.49445 0.30642 1.41844
C: -1.53949 1.40066 0.40536
C: -0.43884 0.91446 -0.56470
C: -0.31111 1.59271 -1.92105
C: 1.08234 1.41301 -2.50842
N: 1.31322 0.01348 -2.89044
C: -0.72325 -0.58460 -0.53962
H: 1.15883 0.05500 2.45993
H: 2.20118 -1.13012 3.22317
H: 0.55233 -0.89907 3.82375
H: 1.30408 -2.03466 1.06973
H: 0.80429 -2.99880 2.45301
H: -1.04686 -2.69721 1.11787
H: -1.78804 0.33664 2.45866
H: -1.34008 2.37291 0.85361
H: -2.53228 1.39803 -0.06296
H: 0.50215 1.03410 -0.00950
H: -1.05544 1.19343 -2.62069
H: -0.51744 2.65783 -1.79757
H: 1.23218 2.10332 -3.34336
H: 1.80530 1.69118 -1.73397
H: 0.43448 -0.42376 -3.15078
H: 1.90264 -0.05609 -3.71219
H: 0.05443 -1.25394 -0.89665
H: -1.67822 -0.78687 -1.03911

=====

(4)
Density functional theory data (the ωB97M-V functional and the def2-TZVPD basis) for a molecular structure, C8H18N5O2W.

Results
**Kohn-Sham gap**: 7.99 eV
**M**: 400.11 g/mol
**Total charge**: +3
**E_HOMO**: -18.35 eV

Cartesian coordinates (Å):
W: -0.22917 -0.06649 -0.29638
N: 2.06190 0.06937 -0.28807
C: 2.68691 0.92874 -1.34768
C: 2.45874 2.44828 -1.14297
C: 1.44346 3.06090 -1.98237
O: 0.74193 3.61829 -2.63607
O: -0.28795 1.45730 -1.00425
H: 2.41252 0.39399 0.61488
H: 2.50363 -0.84460 -0.40718
H: 2.32303 0.59990 -2.31872
H: 3.76555 0.77869 -1.33294
H: 3.37198 3.00524 -1.39626
H: 2.19055 2.72799 -0.11769
N: -2.38948 -0.58109 -0.20293
C: -2.81880 -1.43567 -1.35808
C: -1.75358 -2.47956 -1.57536
N: -0.43049 -1.75817 -1.70708
H: -2.65600 -1.04269 0.66860
H: -2.93962 0.27924 -0.21173
H: -2.91705 -0.78891 -2.23120
H: -3.78922 -1.89273 -1.16980
H: -1.94761 -3.07465 -2.46628
H: -1.67631 -3.15895 -0.72512
H: -0.39919 -1.33816 -2.64061
H: 0.31612 -2.45394 -1.72825
N: 0.72434 -0.41964 2.72839
C: 0.39902 -0.00394 3.95744
C: -0.80426 0.67598 3.87428
C: -1.17434 0.58405 2.54799
N: -0.25166 -0.09519 1.82168
H: 1.43153 -1.10746 2.51633
H: 1.02332 -0.23537 4.80772
H: -1.33840 1.15500 4.67728
H: -2.05143 0.99422 2.07240

=====

(5)
Density functional theory data (the ωB97M-V functional and the def2-TZVPD basis) for 2 unconnected molecules or ions with the total composition C8H18O2.

Results
**Kohn-Sham gap**: 10.01 eV
**M**: 146.23 g/mol
**Total charge**: 0
**E_HOMO**: -9.20 eV
**Structure (SMILES)**: C=C(C)CC(C)(C)O.CO

Cartesian coordinates (Å):
C: 0.39883 1.51340 -0.08843
C: -1.69578 -0.04487 -0.27701
C: -1.06928 1.37371 -0.37959
C: 2.22352 -2.20400 0.86880
C: 0.86332 1.69116 1.16312
C: 1.32130 1.49256 -1.26656
C: -1.61546 -0.57973 1.14830
C: -1.04569 -1.02440 -1.25326
O: 1.69106 -0.93229 0.62537
O: -3.08797 0.07836 -0.56750
H: -3.18913 0.31870 -1.49537
H: -1.63300 2.00883 0.30700
H: -1.25800 1.73440 -1.39611
H: 2.12433 -2.77155 -0.06022
H: 1.66939 -2.75540 1.63981
H: 3.29071 -2.17068 1.11656
H: 1.78548 -0.17402 1.33649
H: 1.23781 0.54960 -1.80151
H: 1.87553 2.02950 1.32548
H: 0.18133 1.90466 1.97081
H: 2.35215 1.62015 -0.95518
H: 1.05652 2.29639 -1.96200
H: -1.06077 -0.63161 -2.27070
H: -0.57695 -0.71243 1.43302
H: -2.10599 0.11005 1.83113
H: -2.12839 -1.53724 1.20377
H: -1.58699 -1.96892 -1.23315
H: -0.01784 -1.21434 -0.96307

=====

(6)
Density functional theory data (the ωB97M-V functional and the def2-TZVPD basis) for C8H18O2S2 in the gas phase.

Results
**Kohn-Sham gap**: 9.36 eV
**M**: 210.36 g/mol
**Total charge**: 0
**E_HOMO**: -8.64 eV
**Structure (SMILES)**: COCS[C@H](C)CCSCCO

Cartesian coordinates (Å):
O: -1.95419 0.37382 1.90893
O: 0.72427 -4.17749 -2.65271
S: 0.60332 -0.97120 -2.86995
S: -1.37339 2.25434 0.11530
C: -2.44940 0.08042 3.21457
C: -2.27871 1.73869 1.61406
C: 1.26439 2.74292 0.75039
C: 1.41989 -3.47636 -1.63907
C: 1.92768 -2.13035 -2.18868
C: -0.09782 -0.14135 -1.42337
C: 0.75027 1.05084 -1.02225
C: 0.33241 1.61819 0.32169
H: 0.00501 -3.54502 -2.96665
H: -3.55615 0.05477 3.16798
H: -2.13472 0.80971 3.98870
H: -2.09479 -0.87034 3.56098
H: -1.85471 2.35059 2.42764
H: -3.35250 1.89409 1.57043
H: 0.92170 3.01754 1.77387
H: 2.31687 2.42696 0.86216
H: 1.17517 3.58244 0.04975
H: 0.72847 -3.31550 -0.78984
H: 2.30302 -4.08195 -1.33813
H: 2.58551 -2.39547 -3.00058
H: 2.56164 -1.63955 -1.44515
H: -0.10391 -0.83198 -0.56765
H: -1.12250 0.16453 -1.71772
H: 1.78406 0.73959 -1.02738
H: 0.60928 1.82010 -1.79021
H: 0.35983 0.85703 1.11289

=====

What is the formula in the second record? C8H18N2OP

=====

Among the records above, which one has the lowest Kohn-Sham gap? C8H18N5O2W

=====

The highest total charge belongs to which entry? C8H18N5O2W